Record 1
Here is a molecular structure, C23H33FNO2P2Yb in a non-equilibrium geometry from the Open Molecules 2025 dataset. Energies are from ωB97M-V with the def2-TZVPD basis set.

Output
Total charge   0
Maximum force   5.522 eV/A
Multiplicity   2
<S²>   0.792
HOMO (alpha / beta)   -6.3 / -6.3 eV
Orbital gap (alpha / beta)   6.338 / 5.798 eV
Energy above the lowest of the compared OMol25 structures with the same formula, charge and spin   2.025 eV
Energy   -82789.492 eV

Geometry as XYZ:
```
63
Properties=species:S:1:pos:R:3:forces:R:3:mulliken_charge:R:1
C -0.979 3.609 -1.692 0.502 0.777 -0.076 -0.88
C -1.104 2.258 -1.264 -0.661 -1.130 -0.128 0.83
N -0.230 1.770 -0.301 0.214 -0.116 0.087 0.10
C 0.725 2.574 0.196 -0.230 0.846 -0.298 0.97
C 0.829 3.919 -0.160 0.874 -0.659 0.714 -0.81
C -0.027 4.436 -1.130 -0.794 -0.399 -0.582 -0.62
C -2.111 1.425 -1.817 1.027 0.555 -0.098 -1.30
P -2.674 -0.093 -1.100 -0.277 1.088 -0.560 0.90
Yb -0.497 -0.483 0.609 -2.919 2.485 -0.012 0.49
P 2.156 0.234 1.085 0.672 1.196 -0.069 0.84
C 1.716 2.028 1.213 -0.144 0.260 0.159 -1.70
C 0.535 -2.853 0.902 1.059 1.689 -0.437 1.57
C -0.691 -3.219 1.517 -1.540 -1.032 0.739 -0.27
C -1.033 -4.582 1.570 0.287 1.067 -0.228 -0.73
C -0.185 -5.560 1.024 -0.144 -0.198 0.100 -0.57
C 1.013 -5.184 0.380 0.250 1.201 -0.080 -0.45
C 1.366 -3.840 0.279 0.462 -1.297 -0.222 -0.88
O -0.507 1.796 -7.357 2.509 1.634 -1.402 -0.62
O 1.899 1.788 -2.847 0.203 -3.304 0.201 -0.60
H -1.675 3.959 -2.456 0.221 0.015 0.252 0.41
H 1.600 4.519 0.321 -0.191 -0.038 -0.222 0.45
H 0.061 5.477 -1.438 -0.080 -0.179 0.045 0.39
C -4.121 0.448 -0.096 -0.243 -0.358 0.117 -1.32
C -3.495 -0.876 -2.537 0.010 -0.571 0.080 -1.30
H 2.671 2.568 1.100 -0.313 -0.058 0.104 0.55
H 1.348 2.240 2.232 0.127 -0.138 -0.386 0.59
H -1.150 1.411 -6.839 -2.257 -1.348 1.770 0.30
H -2.598 1.805 -2.723 -0.137 -0.054 0.480 0.21
C 3.176 0.075 2.593 0.097 -0.248 0.212 -1.29
C 3.429 0.371 -0.214 0.195 -0.318 -0.208 -1.11
H -1.325 -2.476 2.030 0.366 -0.455 -0.143 0.51
H -1.965 -4.882 2.056 0.352 0.192 -0.147 0.39
H -0.449 -6.616 1.098 0.057 0.351 -0.015 0.36
H 1.667 -5.955 -0.033 -0.196 0.329 0.030 0.37
H 2.274 -3.520 -0.239 -0.277 -0.215 0.218 0.41
H 0.718 -1.724 0.511 -0.226 -2.579 -4.582 -0.73
H 1.111 1.348 -3.203 0.234 0.294 0.242 0.29
H 1.788 2.681 -3.001 -0.505 2.993 -0.402 0.27
H 0.008 2.356 -6.753 -0.257 -0.284 -0.358 0.32
H 1.084 -1.914 1.278 2.110 -1.922 4.727 -0.16
H -4.924 0.763 -0.775 0.130 0.034 0.240 0.51
H -4.465 -0.387 0.531 -0.140 0.250 -0.102 0.31
H -3.832 1.283 0.556 -0.014 -0.276 -0.176 0.31
H -4.511 -0.479 -2.665 0.308 -0.096 -0.042 0.37
H -2.896 -0.690 -3.438 -0.183 -0.090 0.276 0.33
H -3.542 -1.958 -2.353 -0.184 0.235 -0.263 0.35
H 4.230 1.034 0.146 -0.186 -0.166 -0.167 0.42
H 3.848 -0.626 -0.407 0.007 0.265 -0.063 0.41
H 3.001 0.774 -1.145 0.076 -0.138 0.342 0.14
H 4.088 0.684 2.502 -0.279 -0.144 0.064 0.43
H 2.604 0.396 3.476 0.133 -0.147 -0.269 0.33
H 3.457 -0.978 2.726 0.008 0.288 0.047 0.41
F -3.204 0.811 6.400 0.287 -0.130 -0.609 -0.35
C -2.617 0.564 5.180 -0.063 0.039 0.170 0.28
C -1.378 1.137 4.915 0.344 -0.054 -0.539 -0.81
C -0.775 0.866 3.661 -1.065 0.303 2.000 -0.32
C -1.435 0.059 2.765 1.187 -0.639 -2.441 0.18
C -2.671 -0.493 3.021 -0.745 0.461 2.054 0.08
C -3.288 -0.249 4.274 0.163 -0.129 -0.616 -0.87
H -0.884 1.771 5.649 -0.240 -0.132 0.010 0.42
H 0.202 1.300 3.447 -0.238 -0.087 0.149 0.00
H -3.195 -1.124 2.297 0.099 0.100 0.178 0.47
H -4.254 -0.686 4.518 0.155 0.186 0.132 0.41
```
Forces are in eV/Å.



Record 2
Here is a molecular structure, C23H33IrN3O2 from the Open Molecules 2025 dataset. Energies are from ωB97M-V with the def2-TZVPD basis set.

Output
Total charge   +1
Maximum force   0.532 eV/A
HOMO   -11.8 eV
Orbital gap   7.253 eV
Energy above the lowest of the compared OMol25 structures with the same formula, charge and spin   0.126 eV
Energy   -35785.471 eV

Geometry as XYZ:
```
62
Properties=species:S:1:pos:R:3:forces:R:3:mulliken_charge:R:1
Ir 0.352 0.118 -1.095 -0.377 0.269 -0.262 1.55
N -0.301 2.135 -0.869 0.032 0.060 0.002 -0.65
C -1.468 2.501 -1.714 0.036 -0.105 0.030 -0.43
C -1.996 1.260 -2.413 -0.139 0.056 0.091 0.61
O -2.927 1.289 -3.164 0.052 -0.010 0.015 -0.60
O -1.375 0.134 -2.073 0.319 0.079 -0.054 -0.89
H -0.553 2.255 0.111 0.069 -0.065 0.037 -0.11
H 0.487 2.750 -1.039 -0.060 0.077 -0.034 0.43
H -1.198 3.254 -2.450 0.025 -0.025 -0.038 0.44
H -2.268 2.905 -1.096 -0.001 0.016 -0.032 0.31
C -2.829 -2.258 1.013 -0.011 -0.011 -0.001 -1.44
C -3.018 -0.835 0.479 -0.190 0.223 0.096 1.71
C -4.493 -0.621 0.138 0.003 0.066 0.018 -2.10
C -2.468 0.212 1.442 0.062 -0.028 0.013 0.15
C -3.297 1.019 2.212 -0.007 -0.038 0.002 -0.70
C -2.775 1.959 3.090 0.036 0.018 0.009 -1.67
C -1.408 2.127 3.210 -0.047 -0.019 -0.019 -0.51
C -0.526 1.355 2.456 -0.046 0.011 0.007 0.99
C 0.973 1.557 2.601 -0.011 0.046 -0.021 0.93
C 1.366 3.032 2.485 0.006 -0.027 0.003 -1.48
C 1.470 0.970 3.924 -0.004 -0.016 0.030 -1.50
C -1.083 0.400 1.598 -0.053 -0.059 -0.035 -0.70
N -0.189 -0.381 0.787 0.016 0.062 -0.175 0.63
C 0.439 -1.418 1.262 -0.088 -0.016 0.109 0.05
C 1.372 -2.044 0.397 0.068 0.023 -0.058 -0.26
C 2.278 -3.080 0.374 0.141 -0.083 -0.079 -1.10
C 2.926 -3.044 -0.899 -0.022 -0.126 0.138 -0.54
C 2.404 -1.990 -1.610 -0.191 0.233 0.019 -0.35
N 1.469 -1.380 -0.814 0.179 -0.151 -0.051 0.30
C 2.658 -1.382 -2.966 0.017 0.003 -0.042 2.25
C 3.936 -0.533 -2.894 0.004 0.003 0.000 -1.68
C 2.821 -2.483 -4.018 0.021 -0.021 -0.006 -1.74
C 1.474 -0.486 -3.393 0.076 0.057 0.339 -1.82
H -3.246 -2.980 0.311 -0.010 0.021 -0.014 0.42
H -3.354 -2.377 1.964 0.008 0.006 0.002 0.35
H -1.786 -2.524 1.168 0.011 -0.012 0.021 0.29
H -2.481 -0.702 -0.460 0.122 -0.298 0.085 -0.32
H -5.147 -0.799 0.994 0.028 -0.007 0.015 0.43
H -4.784 -1.322 -0.643 0.002 0.014 -0.010 0.43
H -4.680 0.388 -0.234 -0.017 -0.009 -0.008 0.45
H -4.370 0.915 2.132 0.004 -0.016 -0.014 0.43
H -3.448 2.566 3.681 0.013 0.005 0.005 0.40
H -1.016 2.865 3.898 -0.016 0.006 0.001 0.41
H 1.477 1.026 1.790 -0.004 -0.012 -0.008 -0.08
H 0.971 3.623 3.312 -0.001 -0.004 0.003 0.37
H 0.998 3.479 1.559 0.006 0.015 -0.001 0.27
H 2.452 3.135 2.500 -0.003 -0.003 -0.002 0.44
H 1.000 1.477 4.770 -0.007 0.002 -0.009 0.35
H 2.549 1.088 4.019 0.001 -0.003 -0.011 0.45
H 1.232 -0.092 4.008 0.008 0.001 -0.001 0.31
H 0.230 -1.739 2.277 0.040 -0.044 -0.012 0.62
H 2.477 -3.785 1.165 -0.013 0.001 -0.001 0.53
H 3.686 -3.733 -1.230 -0.001 0.007 -0.013 0.52
H 4.790 -1.149 -2.614 0.008 0.003 -0.003 0.40
H 3.839 0.265 -2.155 -0.005 -0.008 0.004 0.36
H 4.144 -0.082 -3.866 0.001 -0.008 0.000 0.42
H 3.667 -3.123 -3.768 -0.005 -0.012 -0.002 0.38
H 3.014 -2.044 -4.997 -0.002 -0.002 0.003 0.45
H 1.928 -3.104 -4.084 0.001 -0.002 -0.003 0.40
H 1.397 0.465 -2.743 -0.062 -0.135 -0.013 0.46
H 0.531 -1.023 -3.469 -0.019 -0.006 -0.038 0.45
H 1.677 -0.016 -4.356 -0.003 0.001 -0.028 0.54
```
Forces are in eV/Å.



Record 3
Here is a single C23H33N3O4 molecule from the Open Molecules 2025 dataset. Energies are from ωB97M-V with the def2-TZVPD basis set.

Output
SMILES   CC[C@@H](C)[C@H](NC(=O)[C@@H]1CC(=O)N(c2ccc(OC)cc2)C1)C(=O)NC1CCCC1
Total charge   0
Maximum force   0.648 eV/A
HOMO   -8.0 eV
Orbital gap   8.457 eV
Energy above the lowest of the compared OMol25 structures with the same formula, charge and spin   1.176 eV
Energy   -37048.967 eV

Geometry as XYZ:
```
63
Properties=species:S:1:pos:R:3:forces:R:3:mulliken_charge:R:1
C 3.100 5.281 -0.442 -0.026 -0.206 -0.134 -1.41
H 3.754 5.746 -1.176 0.047 0.120 -0.026 0.42
H 2.161 5.828 -0.435 -0.064 0.116 0.021 0.31
C 2.891 3.812 -0.788 0.047 0.009 0.301 -0.50
H 3.869 3.333 -0.858 0.009 -0.014 -0.084 0.34
H 2.405 3.730 -1.764 -0.022 -0.077 -0.070 0.39
C 2.056 3.059 0.255 -0.052 -0.192 -0.275 0.54
C 0.597 3.511 0.233 0.243 -0.041 0.108 -1.52
H 0.011 3.002 0.994 -0.126 0.011 0.035 0.26
H 0.529 4.579 0.421 -0.069 0.111 0.011 0.48
H 0.153 3.302 -0.738 -0.109 -0.019 -0.122 0.34
H 2.489 3.248 1.243 0.036 -0.021 -0.016 0.36
C 2.158 1.556 -0.019 0.248 0.177 0.117 -0.41
N 1.300 0.791 0.874 0.162 0.328 0.018 0.15
C 0.843 -0.435 0.558 -0.245 0.002 0.600 -0.33
O 1.081 -0.974 -0.506 -0.079 -0.219 -0.390 -0.72
C -0.027 -1.066 1.647 -0.005 -0.215 -0.196 0.21
C -1.378 -0.335 1.737 -0.008 0.155 0.276 -0.93
N -2.258 -1.101 0.880 0.190 0.278 0.004 0.21
C -1.794 -2.360 0.630 0.353 -0.289 0.148 0.50
O -2.370 -3.234 0.028 -0.106 -0.206 -0.148 -0.67
C -0.422 -2.490 1.274 0.111 -0.002 -0.078 -1.00
H -0.497 -3.145 2.143 -0.051 0.007 0.016 0.41
H 0.271 -2.934 0.560 -0.087 -0.010 0.056 0.21
C -3.480 -0.567 0.439 -0.379 0.001 -0.192 0.23
C -4.058 0.515 1.104 0.054 -0.118 -0.046 -0.09
C -5.249 1.052 0.663 -0.211 -0.001 -0.206 -0.77
C -5.901 0.525 -0.451 0.120 0.023 0.137 0.82
C -5.327 -0.554 -1.113 -0.285 0.204 -0.045 -0.39
C -4.129 -1.088 -0.674 0.163 -0.056 0.067 -0.93
H -3.701 -1.926 -1.197 0.018 -0.034 -0.013 0.42
H -5.798 -0.990 -1.979 -0.062 -0.020 -0.080 0.37
O -7.072 1.130 -0.799 0.199 0.072 0.251 -0.46
C -7.779 0.631 -1.908 -0.102 -0.073 -0.167 -0.84
H -8.671 1.250 -1.992 0.049 -0.075 -0.040 0.24
H -7.193 0.715 -2.829 -0.019 -0.019 0.034 0.34
H -8.075 -0.412 -1.760 0.021 0.032 -0.015 0.34
H -5.699 1.888 1.175 -0.048 0.100 0.065 0.41
H -3.591 0.941 1.977 0.071 0.034 0.086 0.38
H -1.748 -0.338 2.771 0.045 0.098 -0.080 0.37
H -1.317 0.699 1.386 -0.021 -0.061 0.093 0.49
H 0.515 -1.013 2.595 -0.051 0.048 -0.049 0.74
H 1.219 1.134 1.818 -0.084 -0.117 0.010 0.44
C 3.591 1.017 0.194 -0.519 0.110 -0.345 -0.10
O 4.385 1.537 0.952 0.213 0.217 0.322 -0.70
N 3.819 -0.103 -0.509 0.096 -0.363 -0.314 -0.13
H 3.036 -0.536 -0.985 -0.076 0.238 0.080 0.44
C 4.992 -0.934 -0.326 0.256 0.172 0.253 -0.18
C 4.638 -2.186 0.488 -0.070 0.066 -0.052 -0.83
H 3.922 -1.964 1.278 0.048 0.039 0.104 0.29
H 5.541 -2.596 0.940 0.061 -0.050 0.048 0.36
C 4.093 -3.145 -0.566 0.139 -0.088 0.060 -0.32
H 4.062 -4.176 -0.219 -0.107 -0.043 -0.008 0.45
H 3.082 -2.849 -0.851 -0.100 -0.024 0.004 0.03
C 5.058 -2.954 -1.737 -0.049 -0.088 -0.071 -0.69
H 5.931 -3.593 -1.597 0.007 -0.052 -0.033 0.29
H 4.601 -3.215 -2.690 0.058 -0.075 -0.052 0.37
C 5.476 -1.474 -1.683 0.093 -0.011 -0.037 -0.89
H 5.016 -0.902 -2.488 0.067 0.055 -0.016 0.32
H 6.555 -1.368 -1.777 0.020 0.047 -0.052 0.32
H 5.734 -0.309 0.176 -0.091 -0.106 -0.085 0.56
H 1.833 1.333 -1.041 0.023 0.058 0.093 0.35
H 3.565 5.375 0.536 0.058 0.061 0.116 0.33
```
Forces are in eV/Å.



Record 4
Here is 2 unconnected molecules or ions with the total composition C23H33N3O7PS in a non-equilibrium geometry from the Open Molecules 2025 dataset. Energies are from ωB97M-V with the def2-TZVPD basis set.

Output
Total charge   -1
Maximum force   2.240 eV/A
HOMO   -3.8 eV
Orbital gap   5.348 eV
Energy above the lowest of the compared OMol25 structures with the same formula, charge and spin   0.000 eV
Energy   -63316.525 eV

Geometry as XYZ:
```
68
Properties=species:S:1:pos:R:3:forces:R:3:mulliken_charge:R:1
C 4.786 5.214 -1.060 0.032 -0.218 0.027 -1.22
C 3.351 4.759 -1.112 -0.551 -1.160 0.223 -0.21
O 3.194 3.572 -0.250 0.006 0.690 -0.931 -0.46
P 2.593 2.221 -0.918 -1.411 -0.803 0.672 1.10
C 1.208 1.666 0.018 0.037 0.823 -0.490 -0.43
C 0.007 2.394 -0.021 0.867 -1.104 0.031 0.25
O -0.998 2.268 0.686 -0.093 0.327 -0.414 -0.73
O 0.048 3.313 -1.072 -0.681 0.560 -0.357 -0.38
C -0.985 3.080 -2.042 -0.097 0.427 0.714 -0.47
C -0.750 1.877 -2.918 0.110 -0.444 -0.168 0.07
O 2.441 2.311 -2.398 0.745 0.151 0.362 -0.85
O 3.727 1.164 -0.426 0.465 -0.421 -0.678 -0.53
C 3.804 -0.029 -1.245 -0.543 0.462 -0.059 0.67
C 4.879 -0.960 -0.753 0.136 0.110 -0.139 -1.24
H 4.898 6.176 -1.557 0.042 0.105 0.001 0.39
H 5.123 5.286 -0.025 0.027 0.099 -0.048 0.27
H 5.406 4.478 -1.578 0.059 0.080 0.090 0.27
H 2.631 5.504 -0.757 0.208 -0.060 0.050 0.34
H 3.066 4.445 -2.124 0.047 0.273 0.201 0.28
H 1.269 0.829 0.686 0.383 -0.058 0.469 0.63
H -1.917 2.944 -1.475 -0.016 0.254 -0.258 0.30
H -1.041 3.989 -2.649 0.012 -0.029 0.148 0.31
H -1.395 1.951 -3.800 0.045 -0.010 -0.005 0.50
H 0.297 1.789 -3.225 -0.171 0.086 0.076 0.12
H -1.029 0.958 -2.394 0.211 0.216 -0.133 -0.49
H 2.820 -0.530 -1.229 0.232 0.188 -0.023 -0.40
H 4.001 0.287 -2.280 -0.157 -0.195 0.214 0.28
H 4.731 -1.931 -1.235 0.178 0.137 0.057 0.21
H 5.860 -0.566 -1.041 -0.034 -0.128 0.318 0.37
H 4.808 -1.112 0.328 0.115 0.062 -0.124 0.29
C -5.756 1.033 3.593 0.347 -0.407 -0.089 -1.08
N -5.610 -0.280 2.990 -1.415 0.225 0.143 0.08
C -6.179 -1.374 3.759 0.292 0.354 -0.140 -0.99
C -4.550 -0.509 2.125 1.074 -0.303 -0.436 0.67
C -3.311 0.130 2.348 -0.609 -0.574 -0.202 -0.41
C -2.243 -0.156 1.522 0.359 -0.084 -0.754 -0.14
C -2.406 -0.913 0.347 -1.148 0.461 1.208 -0.20
C -1.312 -1.083 -0.603 0.332 -1.552 -0.330 -0.32
C -0.290 -1.974 -0.485 -0.349 0.877 0.327 0.57
C 0.624 -2.178 -1.606 0.291 1.524 -1.616 -0.23
O 0.697 -1.433 -2.583 -0.379 -1.526 1.215 -0.59
N 1.453 -3.316 -1.513 0.624 0.266 -0.098 0.14
C 2.179 -3.679 -2.724 0.474 -0.010 0.041 -1.00
C 2.047 -3.610 -0.294 -0.209 0.064 0.297 0.11
S 3.614 -4.166 -0.099 -1.025 -0.037 -0.362 -0.24
N 1.218 -3.392 0.790 0.069 -0.323 0.174 0.10
C 1.603 -3.998 2.062 0.198 0.073 0.176 -1.26
C -0.013 -2.699 0.759 -0.986 -0.273 1.399 0.70
O -0.752 -2.695 1.746 1.274 -0.139 -1.432 -0.69
C -3.673 -1.498 0.100 1.183 0.117 -0.211 -0.63
C -4.696 -1.385 1.020 -0.077 0.621 0.648 -0.59
H -5.592 1.812 2.835 -0.009 -0.209 0.269 0.32
H -6.774 1.116 3.986 0.119 0.078 -0.034 0.32
H -5.046 1.178 4.423 -0.141 0.201 0.032 0.36
H -6.095 -2.310 3.197 -0.067 0.208 0.193 0.33
H -5.656 -1.481 4.725 -0.082 -0.172 -0.075 0.28
H -7.233 -1.151 3.969 0.116 -0.195 -0.055 0.29
H -3.186 0.807 3.194 0.016 -0.267 -0.267 0.21
H -1.264 0.256 1.740 -0.210 0.095 -0.091 0.35
H -1.419 -0.625 -1.579 0.118 0.068 -0.003 0.25
H 2.486 -4.716 -2.588 0.020 0.095 -0.219 0.43
H 1.531 -3.565 -3.593 0.012 0.052 0.249 0.32
H 3.082 -3.064 -2.854 -0.298 -0.136 -0.025 0.29
H 0.721 -3.977 2.703 0.254 0.018 -0.044 0.38
H 1.959 -5.018 1.888 -0.196 0.188 0.031 0.40
H 2.436 -3.436 2.496 -0.229 -0.070 0.071 0.34
H -3.794 -2.074 -0.818 -0.125 0.012 0.264 0.43
H -5.636 -1.923 0.886 0.179 0.262 -0.081 0.44
```
Forces are in eV/Å.